(A)
{"formula": "C5H14N2S", "method": "the ωB97M-V functional and the def2-TZVPD basis", "smiles": "CCN[C@@H](CN)CS", "gap_ev": 9.56, "mol_weight_g_mol": 134.2, "total_charge": 0, "homo_energy_ev": -8.73, "elements": ["C", "N", "C", "C", "S", "C", "N", "C", "H", "H", "H", "H", "H", "H", "H", "H", "H", "H", "H", "H", "H", "H"], "xyz": [[-0.38, 1.98, -0.52], [0.80, 1.19, -0.16], [0.61, -0.26, -0.06], [-0.70, -0.65, 0.72], [-1.93, -1.42, -0.38], [1.80, -0.82, 0.72], [2.02, -2.26, 0.44], [-0.06, 3.47, -0.56], [-0.60, 1.68, -1.55], [-1.25, 1.87, 0.12], [1.20, 1.59, 0.68], [0.59, -0.62, -1.09], [-0.49, -1.45, 1.43], [-1.15, 0.19, 1.22], [-2.98, -0.58, -0.26], [2.71, -0.27, 0.42], [1.77, -0.56, 1.78], [1.67, -2.42, -0.49], [1.58, -2.84, 1.12], [-0.39, 3.95, -1.47], [1.00, 3.70, -0.42], [-0.62, 4.01, 0.22]]}


(B)
{"formula": "C5H14N2S", "method": "the ωB97M-V functional and the def2-TZVPD basis", "smiles": "C=C(C)N.NCCS", "gap_ev": 9.19, "mol_weight_g_mol": 134.2, "total_charge": 0, "homo_energy_ev": -8.40, "elements": ["C", "C", "S", "N", "H", "H", "H", "H", "H", "H", "C", "C", "C", "N", "H", "H", "H", "H", "H", "H", "H", "H"], "xyz": [[-2.35, 0.57, 2.73], [-1.24, -0.20, 1.99], [-0.70, 0.62, 0.47], [-3.46, 1.03, 1.91], [-1.90, 1.42, 3.25], [-2.73, -0.11, 3.49], [-1.65, -1.18, 1.73], [-0.40, -0.34, 2.68], [-3.98, 0.22, 1.56], [-3.06, 1.45, 1.06], [1.30, 0.57, -2.67], [2.07, -0.36, -1.79], [3.38, -0.35, -1.59], [1.23, -1.22, -1.02], [0.72, 1.26, -2.06], [2.00, 1.11, -3.32], [0.59, 0.04, -3.29], [3.80, -0.99, -0.83], [4.02, 0.32, -2.13], [0.41, -1.52, -1.52], [0.24, -0.35, -0.04], [1.71, -1.99, -0.60]]}


Compare the structures above. Which one is the least stable? (B) is.